C23H57N6O9S3 | ωB97M-V/def2-TZVPD

Values from the calculation:
- maximum force (eV Å⁻¹) = 3.2
- net charge = -1
- orbital gap (eV) = 7.8428

XYZ file:
```
98
Properties=species:S:1:pos:R:3:mulliken_charge:R:1
C 5.60938 4.79585 2.72172 -0.683
O 4.64673 4.41471 1.75324 -0.314
C 3.48837 5.25291 1.74195 -0.200
C 2.95010 5.24074 0.29330 -0.348
C 1.42458 5.50573 0.25343 -0.404
C 0.95904 6.79318 0.99442 -0.751
C 0.25619 6.54666 2.33598 -1.046
S -1.02775 5.28869 2.23568 1.467
O -0.38093 4.04206 2.59404 -0.665
O -1.56051 5.30360 0.89473 -0.632
N -2.18322 5.62115 3.36161 -0.815
S -3.51158 4.72786 3.15148 1.250
O -4.25623 4.82106 4.36474 -0.731
O -4.29083 5.13916 2.01640 -0.580
N -3.14357 3.04497 2.95843 -0.319
C -3.07268 2.69215 1.83319 0.496
S -2.88996 2.18615 0.37586 -0.368
H 6.60996 4.60058 2.30860 0.226
H 5.47673 4.17849 3.62237 0.240
H 5.57837 5.87217 2.94139 0.319
H 2.74529 4.81890 2.42793 0.132
H 3.73743 6.29738 1.98132 0.358
H 3.08188 4.20025 -0.03806 -0.110
H 3.53556 5.88014 -0.37820 0.241
H 1.16455 5.64237 -0.80656 0.239
H 0.91580 4.59211 0.56994 0.423
H 1.86314 7.38338 1.21581 0.421
H 0.37498 7.40959 0.30591 0.375
H -0.23968 7.48131 2.64334 0.375
H 0.96163 6.33216 3.14352 0.376
C 2.13040 -0.12565 -4.24650 -1.567
C 1.04949 0.62323 -3.47213 0.330
C 1.44146 2.05215 -3.06784 -0.775
O 2.30853 2.11777 -1.95336 -0.192
C 3.68170 1.95536 -2.26086 -0.754
N 0.66802 -0.16377 -2.29444 -0.557
H 2.95128 -0.44943 -3.60607 0.315
H 1.71384 -1.02230 -4.70726 0.357
H 2.54291 0.49728 -5.04398 0.396
H 0.18004 0.70028 -4.13249 0.357
H 0.52973 2.56802 -2.75260 0.365
H 1.84618 2.62182 -3.91509 0.411
H 3.94219 2.39326 -3.22922 0.343
H 3.95236 0.89651 -2.23982 0.254
H 4.25910 2.46087 -1.48580 0.226
H -0.11301 0.29640 -1.83308 0.204
H 1.42733 -0.07995 -1.62084 0.301
C -8.84755 2.45163 2.60060 -1.583
C -7.38920 2.78904 2.30039 0.491
C -7.20031 3.60946 1.01563 -0.280
O -7.30656 2.85184 -0.18586 -0.388
C -8.62502 2.64601 -0.64346 -0.681
N -6.61180 1.54649 2.27399 -0.714
H -9.23457 1.66523 1.95046 0.287
H -8.94866 2.09604 3.62742 0.385
H -9.48465 3.33276 2.48920 0.337
H -7.02178 3.40111 3.12915 0.362
H -6.18403 4.00843 1.02124 0.047
H -7.87595 4.47464 0.98720 0.405
H -9.26777 3.50803 -0.43781 0.299
H -9.05508 1.74390 -0.19843 0.229
H -8.58414 2.49433 -1.72385 0.260
H -5.62776 1.77854 2.16728 0.215
H -6.84140 1.06386 1.40790 0.344
C 1.21205 -5.76955 -2.43329 -1.462
C 0.93186 -4.36691 -1.90309 0.394
C -0.50438 -4.18330 -1.38438 -0.730
O -1.48106 -4.02736 -2.40004 -0.372
C -1.95895 -5.23492 -2.95716 -0.678
N 1.26240 -3.38847 -2.94121 -0.623
H 0.75520 -5.94538 -3.40803 0.253
H 2.28587 -5.92155 -2.55221 0.374
H 0.84415 -6.53098 -1.73992 0.280
H 1.60549 -4.20265 -1.05595 0.426
H -0.53596 -3.25553 -0.80762 0.368
H -0.78963 -4.99075 -0.69630 0.438
H -2.01493 -6.03424 -2.21179 0.296
H -1.33353 -5.54880 -3.79712 0.233
H -2.96241 -5.04986 -3.34262 0.263
H 1.15989 -2.45079 -2.55402 0.184
H 0.52934 -3.43727 -3.64534 0.348
C 4.84449 -9.37470 1.84918 -1.422
C 3.47213 -8.89595 1.38632 0.343
C 3.49074 -8.22115 0.00456 -0.621
O 3.98658 -6.89309 0.01286 -0.283
C 5.39789 -6.79181 -0.03944 -0.747
N 2.90401 -8.01954 2.41462 -0.747
H 5.48219 -8.55264 2.17416 0.282
H 4.74067 -10.05313 2.69688 0.361
H 5.36111 -9.91466 1.05212 0.339
H 2.83270 -9.78067 1.30402 0.406
H 2.45743 -8.14395 -0.34596 0.263
H 4.02561 -8.83118 -0.73508 0.401
H 5.84099 -7.58051 -0.65444 0.345
H 5.82500 -6.81448 0.96589 0.234
H 5.64555 -5.82644 -0.48134 0.253
H 1.95317 -7.77437 2.15111 0.275
H 3.40252 -7.13350 2.36868 0.327
```